Molecular formula: C5H5HfO15
Method: DFT, ωB97M-V/def2-TZVPD

Geometry as XYZ:
```
26
Properties=species:S:1:pos:R:3:lowdin_charge:R:1
Hf 0.02 0.08 0.08 2.17
O -3.70 0.59 -1.80 0.13
C -2.53 0.46 -1.16 -0.78
O -2.40 -0.35 -0.20 -0.06
O -1.50 1.07 -1.53 -0.07
H -4.29 0.02 -1.31 0.12
O 0.54 -3.43 -2.24 0.14
C 0.23 -2.31 -1.60 -0.76
O -0.04 -2.33 -0.37 -0.05
O 0.15 -1.17 -2.13 -0.05
H 0.67 -3.16 -3.16 0.12
O 0.13 -2.26 3.54 0.14
C 0.09 -1.45 2.49 -0.78
O -0.96 -0.90 2.08 -0.05
O 1.12 -1.22 1.79 -0.09
H 1.06 -2.50 3.63 0.12
O 3.32 1.04 -2.26 0.15
C 2.38 0.87 -1.33 -0.78
O 1.39 1.64 -1.18 -0.07
O 2.39 -0.13 -0.57 -0.05
H 3.10 1.90 -2.67 0.12
O -0.21 3.47 2.67 0.13
C -0.04 2.39 1.89 -0.78
O -0.97 1.99 1.13 -0.09
O 1.03 1.76 1.88 -0.01
H -0.98 3.93 2.33 0.12
```

Orbital gap, eV: 9.7
Net charge: -1
Highest occupied orbital energy, eV: -6.689
Energy above the lowest of the compared OMol25 structures with the same formula, charge and spin, eV: 0.000



Molecular formula: C6H7NO
Method: DFT, ωB97M-V/def2-TZVPD

Geometry as XYZ:
```
15
Properties=species:S:1:pos:R:3:lowdin_charge:R:1
C -0.43 -0.66 1.20 -0.03
C 0.89 0.06 0.83 -0.25
C -1.19 0.90 -0.63 -0.16
C -0.93 -0.52 -0.35 -0.23
C 0.36 -0.49 -1.19 -0.06
C 1.47 -0.09 -0.51 -0.04
H -0.18 -1.94 1.48 0.19
H -1.06 -0.41 2.00 0.08
H 1.78 0.18 1.56 0.16
H -1.96 1.13 -1.27 0.09
H -1.48 -1.36 -0.60 0.10
H 0.45 -0.61 -2.34 0.14
H 2.39 0.26 -0.80 0.09
N -0.57 1.92 -0.14 0.06
O 0.46 1.61 0.77 -0.14
```

Orbital gap, eV: 9.9
Net charge: 0
SMILES: C1=C[C@@H]2C[C@H]1C=NO2
Highest occupied orbital energy, eV: -9.042
Energy above the lowest of the compared OMol25 structures with the same formula, charge and spin, eV: 5.037



Molecular formula: C7H16NO4P
Method: DFT, ωB97M-V/def2-TZVPD

Geometry as XYZ:
```
29
Properties=species:S:1:pos:R:3:lowdin_charge:R:1
C -2.58 0.17 1.08 0.01
C 0.81 1.68 -3.79 -0.05
C 3.03 -1.36 0.76 -0.07
C -3.04 -1.81 2.37 0.04
C -1.32 1.61 0.49 -0.03
C 1.36 1.61 -2.37 -0.35
C 1.55 -1.00 1.25 -0.25
N -2.13 -0.69 1.88 -0.38
O -1.04 -0.65 2.45 -0.08
O -0.62 -0.70 -0.83 -0.25
O 0.44 1.65 -1.38 -0.24
O 1.19 0.28 0.71 -0.24
P -0.06 0.50 -0.26 0.50
H -3.55 0.11 0.51 0.12
H 0.25 0.80 -3.89 0.06
H 0.28 2.57 -4.11 0.08
H 1.68 1.64 -4.44 0.08
H 3.30 -2.20 1.42 0.06
H 3.08 -1.62 -0.35 0.09
H 3.90 -0.67 0.98 0.08
H -3.88 -1.40 2.86 0.08
H -3.32 -2.43 1.64 0.04
H -2.44 -2.51 3.04 0.13
H -1.23 2.01 1.53 0.08
H -1.83 2.11 -0.31 0.05
H 2.19 2.29 -2.05 0.13
H 1.87 0.65 -2.18 0.11
H 1.20 -0.98 2.32 0.12
H 0.91 -1.66 0.65 0.09
```

Orbital gap, eV: 9.7
Net charge: 0
Highest occupied orbital energy, eV: -8.829
Energy above the lowest of the compared OMol25 structures with the same formula, charge and spin, eV: 4.891



Molecular formula: C59H112N2O28S8V
Method: DFT, ωB97M-V/def2-TZVPD

Geometry as XYZ:
```
210
Properties=species:S:1:pos:R:3:lowdin_spin:R:1
O -28.20 4.17 0.10 -0.10
V -27.58 4.96 1.24 1.01
C -29.57 2.40 3.04 0.00
C -28.69 2.77 4.27 0.00
C -28.53 1.50 5.15 0.00
C -27.38 1.67 6.17 0.00
C -26.02 1.91 5.48 0.00
C -26.12 3.19 4.67 0.00
N -27.30 3.13 3.75 0.00
O -27.44 4.32 2.96 0.02
C -24.91 3.24 3.65 0.00
C -26.01 4.46 5.61 0.00
C -29.26 3.94 5.02 0.00
H -30.50 2.07 3.48 0.00
H -29.11 1.59 2.53 0.00
H -29.75 3.23 2.32 0.00
H -28.40 0.59 4.55 0.00
H -29.38 1.39 5.77 0.00
H -27.24 0.79 6.81 0.00
H -27.61 2.52 6.79 0.00
H -25.88 1.10 4.75 0.00
H -25.19 2.03 6.23 0.00
H -24.17 2.44 3.81 0.00
H -24.45 4.23 3.61 0.00
H -25.33 3.22 2.64 0.00
H -25.12 4.41 6.24 0.00
H -26.89 4.51 6.28 0.00
H -25.98 5.38 5.02 0.00
H -29.02 3.90 6.06 0.00
H -30.37 3.94 4.99 0.00
H -28.79 4.81 4.55 0.00
C -29.33 8.84 1.34 0.00
C -29.77 7.49 0.57 0.00
C -30.93 7.44 -0.44 0.00
C -30.69 8.23 -1.73 0.00
C -29.36 7.75 -2.38 0.00
C -28.14 7.52 -1.39 0.00
N -28.58 6.94 -0.13 0.01
O -27.55 6.81 0.83 0.03
C -27.46 8.89 -1.28 0.00
C -27.12 6.65 -2.09 0.00
C -30.19 6.53 1.66 0.00
H -29.51 8.78 2.44 0.00
H -29.92 9.72 1.00 0.00
H -28.30 9.09 1.08 0.00
H -31.83 7.71 0.11 0.00
H -31.04 6.39 -0.66 0.00
H -30.70 9.35 -1.72 0.00
H -31.51 7.90 -2.37 0.00
H -29.00 8.51 -3.10 0.00
H -29.50 6.86 -3.00 0.00
H -26.53 8.82 -0.72 0.00
H -28.01 9.61 -0.68 0.00
H -27.22 9.48 -2.17 0.00
H -26.28 7.19 -2.44 0.00
H -27.59 6.12 -2.95 0.00
H -26.90 5.75 -1.52 0.00
H -31.24 6.77 1.89 0.00
H -29.61 6.63 2.58 0.00
H -30.17 5.52 1.23 0.00
C -32.22 2.50 9.08 0.00
C -30.98 2.05 8.32 0.00
O -30.32 3.30 8.07 0.00
C -31.33 4.23 7.99 0.00
O -31.14 5.34 7.60 0.00
O -32.48 3.72 8.37 0.00
H -32.02 2.81 10.14 0.00
H -33.10 1.83 9.02 0.00
H -31.29 1.51 7.41 0.00
H -30.33 1.47 8.95 0.00
C -26.46 5.08 10.14 0.00
C -27.14 3.68 10.24 0.00
O -26.05 2.86 9.85 0.00
C -25.17 3.53 9.07 0.00
O -24.39 2.96 8.41 0.00
O -25.37 4.87 9.20 0.00
H -26.02 5.49 11.06 0.00
H -27.10 5.85 9.74 0.00
H -27.98 3.57 9.50 0.00
H -27.54 3.48 11.21 0.00
C -32.96 3.97 5.27 0.00
C -34.44 3.73 5.67 0.00
O -34.90 2.93 4.54 0.00
C -34.05 2.99 3.47 0.00
O -34.24 2.48 2.42 0.00
O -32.95 3.75 3.90 0.00
H -32.29 3.21 5.70 0.00
H -32.62 4.98 5.43 0.00
H -35.07 4.60 5.67 0.00
H -34.57 3.14 6.59 0.00
C -27.11 -0.72 9.92 0.00
C -28.12 -1.13 8.81 0.00
C -29.23 -2.01 9.51 0.00
S -29.53 -1.02 11.07 0.00
O -29.69 -1.88 12.20 0.00
O -30.52 0.01 10.69 0.00
C -27.90 -0.16 11.08 0.00
H -26.34 0.02 9.70 0.00
H -26.61 -1.62 10.24 0.00
H -27.54 -1.69 8.07 0.00
H -28.64 -0.26 8.42 0.00
H -28.97 -3.03 9.86 0.00
H -30.21 -1.92 9.00 0.00
H -27.42 -0.19 12.07 0.00
H -28.11 0.88 10.86 0.00
C -23.67 -0.98 2.06 0.00
C -23.99 -1.69 0.74 0.00
C -24.61 -0.64 -0.15 0.00
S -25.65 0.42 0.90 0.00
O -27.00 0.09 0.76 0.00
O -25.20 1.79 0.81 0.00
C -24.91 -0.16 2.43 0.00
H -22.83 -0.31 1.94 0.00
H -23.61 -1.75 2.82 0.00
H -24.70 -2.51 0.86 0.00
H -23.09 -2.02 0.28 0.00
H -25.20 -1.01 -1.01 0.00
H -23.85 0.00 -0.51 0.00
H -25.52 -0.90 2.97 0.00
H -24.76 0.68 3.10 0.00
C -23.29 8.13 1.32 0.00
C -24.27 8.13 2.47 0.00
C -24.56 6.69 2.80 0.00
S -24.44 5.76 1.23 0.01
O -25.62 5.01 0.81 0.01
O -23.31 4.88 1.35 0.00
C -23.82 7.13 0.26 0.00
H -22.30 7.81 1.64 0.00
H -23.24 9.14 0.82 0.00
H -25.23 8.56 2.11 0.00
H -23.89 8.69 3.33 0.00
H -25.53 6.53 3.24 0.00
H -23.81 6.15 3.38 0.00
H -24.63 7.61 -0.28 0.00
H -23.21 6.82 -0.53 0.00
C -21.97 -0.95 7.87 0.00
C -22.51 0.50 8.17 0.00
C -22.04 1.42 7.06 0.00
S -22.02 0.27 5.63 0.00
O -21.28 0.73 4.47 0.00
O -23.36 -0.13 5.28 0.00
C -21.23 -1.05 6.53 0.00
H -22.82 -1.64 7.83 0.00
H -21.33 -1.27 8.73 0.00
H -22.24 0.83 9.16 0.00
H -23.62 0.51 8.10 0.00
H -21.12 2.01 7.13 0.00
H -22.89 2.08 6.82 0.00
H -20.16 -0.88 6.52 0.00
H -21.47 -1.95 5.98 0.00
C -31.99 -0.64 2.81 0.00
C -33.19 -1.57 2.99 0.00
C -34.03 -1.05 4.22 0.00
S -32.81 -0.38 5.29 0.00
O -32.67 -1.18 6.48 0.00
O -33.01 1.07 5.46 0.00
C -31.39 -0.54 4.20 0.00
H -32.34 0.39 2.61 0.00
H -31.31 -0.94 2.03 0.00
H -32.87 -2.58 3.21 0.00
H -33.79 -1.63 2.09 0.00
H -34.66 -1.73 4.79 0.00
H -34.70 -0.22 3.99 0.00
H -30.86 -1.41 4.48 0.00
H -30.81 0.34 4.36 0.00
C -19.61 3.30 3.22 0.00
C -20.66 4.41 3.12 0.00
C -21.32 4.62 4.47 0.00
S -19.88 4.61 5.60 0.00
O -20.32 4.24 6.91 0.00
O -19.11 5.81 5.44 0.00
C -19.09 3.28 4.68 0.00
H -18.73 3.34 2.59 0.00
H -20.04 2.33 3.05 0.00
H -21.39 4.16 2.34 0.00
H -20.19 5.32 2.77 0.00
H -21.90 3.75 4.75 0.00
H -21.79 5.62 4.59 0.00
H -19.36 2.32 5.16 0.00
H -18.00 3.42 4.68 0.00
C -23.61 7.41 6.26 0.00
C -24.44 7.32 7.56 0.00
C -24.46 8.71 8.21 0.00
S -22.82 9.35 7.89 0.00
O -22.08 9.17 9.09 0.00
O -22.82 10.61 7.21 0.00
C -22.34 8.13 6.66 0.00
H -24.19 7.96 5.51 0.00
H -23.43 6.39 5.91 0.00
H -23.93 6.68 8.26 0.00
H -25.48 7.01 7.37 0.00
H -24.49 8.67 9.29 0.00
H -25.22 9.43 7.88 0.00
H -21.62 7.49 7.16 0.00
H -21.87 8.71 5.87 0.00
C -30.18 8.90 6.26 0.00
C -29.63 7.65 5.51 0.00
C -28.62 6.91 6.41 0.00
S -28.59 7.75 7.98 0.00
O -27.56 8.75 7.98 0.00
O -28.66 6.91 9.15 0.00
C -30.16 8.66 7.73 0.00
H -31.11 9.04 5.74 0.00
H -29.53 9.77 6.04 0.00
H -29.12 7.94 4.59 0.00
H -30.34 6.91 5.19 0.00
H -27.58 6.82 6.09 0.00
H -28.98 5.91 6.59 0.00
H -30.08 9.59 8.29 0.00
H -30.91 7.94 7.99 0.00
```

Orbital gap (spin up / spin down), eV: 7.5 / 7.5
Net charge: 0
Highest occupied orbital energy (spin up / spin down), eV: -7.400 / -7.468
<S²>: 0.759
Spin multiplicity: 2